1.
C26H34BrN2S2SiTi | wB97M-V/def2-TZVPD

The geometry in ORCA input format:
```
! RIJCOSX wB97M-V def2-TZVPD def2/J DEFGRID3
* xyz 0 2
Ti 0.4781 -1.3854 2.6808
S 0.3974 -0.3460 4.7471
C -1.2064 -0.8078 4.2116
C -2.1741 0.2470 4.2741
N -2.9517 1.0751 4.2609
C -1.6025 -2.1001 3.8558
S -0.4975 -3.3537 3.6846
C -2.8975 -2.4629 3.4574
N -3.9744 -2.6897 3.1045
C 1.4445 -1.0011 -1.9431
C 0.5592 0.2035 -1.6971
C 1.2608 1.2503 -0.8476
C 0.2264 0.9095 -3.0286
Si -1.2077 -0.1521 -1.1170
Br -0.9711 -1.8075 0.5506
C -2.0276 1.2579 -0.1209
C -3.4574 0.8070 0.3456
C -1.2968 1.6199 1.2116
C -2.2820 2.5509 -0.8670
C -2.4541 -1.0025 -2.2875
C -3.6520 -1.6772 -1.6322
C -1.7313 -2.0689 -3.1090
C -2.9168 0.0288 -3.3274
H 2.4162 -0.6090 -2.4009
H 1.0807 -1.7891 -2.6000
H 1.7828 -1.4188 -0.9698
H 2.2079 1.4445 -1.4044
H 1.3955 0.9490 0.1469
H 0.6945 2.1477 -0.8006
H 1.1981 1.3056 -3.4355
H -0.5143 1.7388 -2.8377
H -0.1903 0.2248 -3.7885
H -3.5025 -0.1716 0.8160
H -4.2716 0.8833 -0.3916
H -3.7439 1.5323 1.1457
H -1.0885 0.8051 1.8647
H -1.9575 2.3633 1.7463
H -0.3289 2.0861 0.9644
H -2.7700 2.4185 -1.7828
H -1.3004 3.0510 -1.0255
H -2.9611 3.0713 -0.2129
H -3.4066 -2.6133 -1.0202
H -4.5115 -1.8684 -2.2892
H -4.0706 -0.9725 -0.9347
H -1.2028 -2.8088 -2.4591
H -0.9674 -1.7741 -3.8732
H -2.4972 -2.5595 -3.7184
H -3.6291 0.7712 -2.9407
H -3.4406 -0.5380 -4.0516
H -2.1500 0.6083 -3.8903
C 5.1844 2.2564 1.8057
C 3.9032 2.4844 2.3439
C 3.0191 1.4596 2.3332
C 3.3537 0.1255 1.8074
C 2.4709 -0.9941 1.8361
C 2.8934 -2.1335 1.2053
C 4.1446 -2.2661 0.5097
C 4.9103 -1.1638 0.4358
C 4.5579 0.0321 1.0688
C 5.5278 1.1391 1.1156
H 5.9737 2.9756 2.0899
H 3.6862 3.4218 2.8300
H 2.0276 1.5875 2.6736
H 2.1116 -2.9204 1.2021
H 4.4835 -3.1027 -0.1120
H 5.8675 -1.2854 -0.0891
H 6.5481 1.0111 0.6804
*
```

Computed properties:
Energy relative to the best compared isomer or geometry (same formula, charge and spin) ... 26.7 kcal/mol
Kohn-Sham gap (alpha / beta) ... 7.177 / 7.461 eV
HOMO (alpha / beta) ... -8.2 / -8.5 eV
Total energy ... -153199.8120 eV

2.
C24H30N3O | wB97M-V/def2-TZVPD

The geometry in ORCA input format:
```
! RIJCOSX wB97M-V def2-TZVPD def2/J DEFGRID3
* xyz 1 1
C 4.5694 0.9758 -4.2828
N 5.2899 0.7942 -3.0372
C 6.6041 1.4028 -2.9903
C 4.7241 0.1903 -1.9239
C 4.2092 -1.1335 -2.0127
C 3.7017 -1.7501 -0.8908
C 3.4390 -1.0162 0.3197
C 2.6733 -1.6000 1.3664
C 2.1074 -0.9607 2.5161
C 1.9018 -1.7253 3.7066
C 1.4093 -1.1528 4.8616
C 0.9906 0.2089 4.8786
N 0.4787 0.7632 6.0562
C 1.3508 1.1093 7.1599
C -0.8743 1.2713 6.1760
C 1.0742 0.9520 3.6666
C 1.6352 0.3881 2.5254
C 4.0048 0.2916 0.4106
C 4.6249 0.8780 -0.6803
H 3.7726 0.2359 -4.4131
H 4.1208 1.9809 -4.3579
H 5.2687 0.8842 -5.1209
H 7.2470 0.8368 -2.3023
H 7.0369 1.3654 -3.9993
H 6.5560 2.4523 -2.6603
H 4.3016 -1.6774 -2.9608
H 3.4410 -2.8110 -0.9368
H 2.6454 -2.6924 1.3698
H 2.1421 -2.7889 3.6904
H 1.3082 -1.7459 5.7768
H 2.2102 0.4311 7.1716
H 1.7073 2.1483 7.0646
H 0.7923 1.0248 8.0996
H -1.5881 0.6752 5.5961
H -1.1697 1.2253 7.2294
H -0.9567 2.3206 5.8627
H 0.7405 1.9974 3.6754
H 1.6839 0.9689 1.5986
H 3.9309 0.8271 1.3645
H 5.0005 1.9049 -0.6081
C 0.4375 -4.9424 -5.6558
O 0.7323 -5.4233 -4.3198
C 0.6749 -4.5620 -3.2644
C 0.8861 -5.1515 -1.9986
C 0.8248 -4.3837 -0.8607
C 0.5352 -2.9997 -0.9517
N 0.5456 -2.2357 0.1846
C 0.3932 -2.3988 -2.2238
C 0.4143 -3.1726 -3.3732
H 0.6108 -5.8067 -6.2975
H -0.6116 -4.6234 -5.7352
H 1.1141 -4.1219 -5.9322
H 1.0584 -6.2205 -1.9856
H 1.0538 -4.8432 0.0980
H 0.3670 -1.2396 0.1232
H 0.3009 -2.6550 1.0734
H 0.2917 -1.3193 -2.3141
H 0.2106 -2.7303 -4.3492
*
```

Computed properties:
Energy relative to the best compared isomer or geometry (same formula, charge and spin) ... 50.5 kcal/mol
Kohn-Sham gap ... 5.221 eV
HOMO ... -9.9 eV
Total energy ... -31884.4502 eV

3.
C36H39O6PSi2V | wB97M-V/def2-TZVPD

The geometry in ORCA input format:
```
! RIJCOSX wB97M-V def2-TZVPD def2/J DEFGRID3
* xyz -2 4
V -0.3246 -0.9083 1.2070
O -1.6916 2.7621 3.1539
C -1.7045 1.5869 2.7217
O -0.6811 0.9103 2.4066
C -3.0840 1.0234 2.4076
C -3.3524 1.3329 0.9274
C -4.8433 1.2143 0.5996
C -5.0309 -0.3282 0.5845
C -3.6222 -0.8065 0.9414
O -2.7957 0.1724 0.2541
C -3.3063 -0.5335 2.4107
C -2.1255 -1.3670 2.9689
O -1.5692 -2.1671 2.1007
O -1.9215 -1.2929 4.1699
H -3.7882 1.5483 3.0478
H -2.8769 2.2419 0.5660
H -5.0666 1.6582 -0.3719
H -5.4518 1.7127 1.3555
H -5.3142 -0.6865 -0.4069
H -5.7743 -0.6773 1.3029
H -3.3572 -1.8039 0.6166
H -4.1570 -0.8106 3.0349
C 1.4852 -2.2600 -1.9719
Si 0.4340 -2.7332 -0.3989
C -0.7092 -4.0672 -1.1821
C 1.7840 -3.8101 0.4694
C 2.2513 -5.0267 -0.0630
C 3.3055 -5.7327 0.5081
C 3.9270 -5.2258 1.6494
C 3.4743 -4.0296 2.1959
C 2.4082 -3.2984 1.6357
Si 1.7546 -1.6479 2.4230
C 1.5191 -2.2132 4.2186
C 3.4198 -0.6861 2.6056
H 1.5400 -3.0877 -2.6997
H 2.5120 -2.0142 -1.6668
H 1.0786 -1.3827 -2.4995
H -0.1631 -4.8882 -1.6770
H -1.3500 -3.5921 -1.9414
H -1.3632 -4.5013 -0.4141
H 1.7815 -5.4344 -0.9572
H 3.6442 -6.6670 0.0673
H 4.7542 -5.7626 2.1067
H 3.9592 -3.6512 3.0964
H 2.4624 -2.5656 4.6686
H 0.7828 -3.0242 4.2415
H 1.1044 -1.4000 4.8276
H 4.1487 -1.2262 3.2334
H 3.2379 0.2987 3.0603
H 3.8924 -0.5303 1.6244
O 0.2482 0.5648 -0.2051
P 0.3465 1.6384 -1.1892
C -0.1668 1.1400 -2.8434
C -1.3243 0.3737 -2.8827
C -1.7817 -0.1156 -4.1032
C -1.0776 0.1607 -5.2666
C 0.0807 0.9096 -5.2244
C 0.5454 1.3989 -4.0005
C -0.6807 3.0227 -0.7283
C -0.5649 3.4200 0.5990
C -1.3452 4.4721 1.0677
C -2.2027 5.1283 0.2017
C -2.3149 4.7368 -1.1238
C -1.5472 3.6697 -1.5957
C 2.0352 2.2795 -1.2459
C 2.4211 3.3975 -1.9662
C 3.7485 3.8173 -1.9338
C 4.6638 3.1147 -1.1600
C 4.2726 2.0192 -0.4214
C 2.9412 1.5888 -0.4614
H -1.8508 0.1387 -1.9609
H -2.6752 -0.7258 -4.1316
H -1.4292 -0.2330 -6.2139
H 0.6407 1.1044 -6.1303
H 1.4749 1.9548 -3.9610
H 0.0499 2.8532 1.2942
H -1.3018 4.7270 2.1170
H -2.8156 5.9430 0.5726
H -3.0093 5.2380 -1.7873
H -1.6501 3.3366 -2.6227
H 1.6898 3.9600 -2.5395
H 4.0583 4.6885 -2.4977
H 5.6980 3.4398 -1.1295
H 4.9797 1.4837 0.1983
H 2.6067 0.7325 0.1161
*
```

Computed properties:
Energy relative to the best compared isomer or geometry (same formula, charge and spin) ... 25.0 kcal/mol
Kohn-Sham gap (alpha / beta) ... 4.193 / 4.097 eV
HOMO (alpha / beta) ... -0.2 / -0.1 eV
Total energy ... -100985.6674 eV

4.
C16H23BN6Ti | wB97M-V/def2-TZVPD

The geometry in ORCA input format:
```
! RIJCOSX wB97M-V def2-TZVPD def2/J DEFGRID3
* xyz 2 1
H -3.0633 -1.8856 1.8824
N -2.1652 -0.8897 0.2259
B -1.5822 -0.0064 -2.1262
N -2.4656 -0.8131 -1.1245
C -3.5792 -1.5195 -1.3623
Ti -0.7137 0.1509 1.0770
H -3.9864 -1.5478 -2.3627
C -4.0189 -2.0878 -0.1637
H -4.8994 -2.6883 -0.0268
C -3.1105 -1.6902 0.8172
H -2.1027 0.0350 -3.2105
C 4.2534 0.5302 0.5901
H 4.7805 1.4905 0.6535
H 3.7974 0.4599 -0.4066
H 5.0346 -0.2366 0.6558
N -0.1955 -0.7302 -2.2768
N -1.3426 1.4189 -1.5623
N 0.5531 -0.9297 -1.1573
N -0.8627 1.6157 -0.2815
C 0.4810 -1.1619 -3.3628
C -1.4875 2.6059 -2.1681
H 0.0446 -1.0810 -4.3452
H -1.8719 2.6471 -3.1757
C 1.7101 -1.6525 -2.9211
C -1.0907 3.6132 -1.2877
C 1.7172 -1.4640 -1.5244
C -0.6845 2.9653 -0.1224
H 2.4924 -2.0730 -3.5131
H -1.1111 4.6726 -1.4688
H 2.4977 -1.6818 -0.8030
H -0.2896 3.3530 0.8029
H 4.1026 0.4352 2.4165
C 0.0294 1.0156 3.2623
C 1.0718 -0.0927 3.0007
C 1.8924 -0.2416 4.2926
C 0.3831 -1.4348 2.7334
C 1.9728 0.2541 1.8002
C 3.2803 0.3773 1.6884
H -0.5986 0.7305 4.1213
H -0.6682 1.3662 2.4243
H 0.5825 1.9263 3.5345
H 1.2246 -0.5225 5.1189
H 2.6596 -1.0146 4.1637
H 2.3830 0.7077 4.5348
H -0.0355 -1.5773 1.6855
H 1.1511 -2.2220 2.8287
H -0.3985 -1.6257 3.4923
*
```

Computed properties:
Energy relative to the best compared isomer or geometry (same formula, charge and spin) ... 50.1 kcal/mol
Kohn-Sham gap (alpha / beta) ... 5.097 / 5.666 eV
HOMO (alpha / beta) ... -14.6 / -14.6 eV
Total energy ... -49679.0933 eV

5.
C5H7F | wB97M-V/def2-TZVPD

The geometry in ORCA input format:
```
! RIJCOSX wB97M-V def2-TZVPD def2/J DEFGRID3
* xyz 0 1
C -2.3047 -0.0412 0.0117
C -1.1107 -0.1831 0.2624
C 0.2997 -0.0131 0.0538
C 0.7784 -1.2596 -0.6645
C 0.6181 1.2703 -0.7215
F 0.9756 0.1118 1.2795
H -3.3358 0.2537 -0.0091
H 0.2699 -1.5028 -1.5792
H 1.8239 -1.1048 -0.9028
H 0.6454 -2.1865 0.0333
H 1.7064 1.3327 -0.7715
H 0.1365 1.3084 -1.6751
H 0.2882 2.2528 -0.2623
*
```

Computed properties:
Energy relative to the best compared isomer or geometry (same formula, charge and spin) ... 35.7 kcal/mol
SMILES ... C#CC(C)(C)F
Kohn-Sham gap ... 11.142 eV
HOMO ... -10.2 eV
Total energy ... -8013.6635 eV

6.
C6H15NO2 | wB97M-V/def2-TZVPD

The geometry in ORCA input format:
```
! RIJCOSX wB97M-V def2-TZVPD def2/J DEFGRID3
* xyz 0 1
C -1.3704 0.7230 -0.8371
C -1.2891 0.1760 0.4312
C -2.0878 -1.0789 0.7249
C -1.1955 1.1190 1.6155
H -1.8976 0.2091 -1.6295
H -1.2432 1.7877 -0.9874
H -2.1428 -1.7210 -0.1526
H -1.6258 -1.6346 1.5424
H -3.1096 -0.8360 1.0246
H -0.6286 0.6464 2.4222
H -0.6799 2.0420 1.3518
H -2.1827 1.3897 1.9923
N 2.2591 0.0657 0.9872
C 1.4663 -0.6987 0.0823
C 1.3378 -0.2380 -1.3182
O 1.1776 -1.2556 -2.2701
O 2.3448 0.6774 -1.6704
H 2.8720 0.7387 0.5451
H 1.6980 0.5552 1.6730
H 0.2316 -0.5235 0.4395
H 1.7277 -1.7533 0.1501
H 0.2757 0.3131 -1.3545
H 1.9715 -1.8061 -2.2648
H 2.0906 1.1029 -2.4975
*
```

Computed properties:
Energy relative to the best compared isomer or geometry (same formula, charge and spin) ... 82.5 kcal/mol
SMILES ... C=C(C)C.NCC(O)O
Kohn-Sham gap ... 9.184 eV
HOMO ... -8.6 eV
Total energy ... -12047.8341 eV